DFT (wB97M-V/def2-TZVPD) results for 3 unconnected molecules or ions with the total composition C3H13NO2S.

Positions of all 20 atoms, in Å:
C 2.3901 0.6013 0.2930
N 0.9998 0.9438 -0.0155
C 0.1225 -0.2308 -0.1008
C -1.2775 0.2375 -0.4049
S -2.3786 -1.2051 -0.6592
H 2.4090 -0.1037 1.1241
H 2.9132 0.1478 -0.5593
H 2.9352 1.4953 0.5780
H 0.9522 1.3914 -0.9256
H 0.1560 -0.7813 0.8427
H 0.4352 -0.8658 -0.9370
H -1.2743 0.8325 -1.3220
H -1.6841 0.8311 0.4131
H -3.4541 -0.4690 -0.9623
O 1.5960 -3.0795 1.0914
H 1.8429 -3.9781 0.8515
H 1.5247 -2.6343 0.2417
O 0.6592 3.9347 0.3921
H 0.9037 2.9961 0.4158
H -0.2382 3.9586 0.7354

structure (SMILES)	CNCCS.O.O
2S+1	1
energy relative to the best compared isomer or geometry (same formula, charge and spin)	13.82	kcal per mole
gap between HOMO and LUMO	9.889	eV
E_HOMO	-9.25	eV
E	-725.49936	hartree

DFT (wB97M-V/def2-TZVPD) results for 3 unconnected molecules or ions with the total composition C36H70BrN4O7.

Positions of all 118 atoms, in Å:
C 1.7383 1.7274 6.3854
O 0.6201 1.3837 7.1616
C -0.1768 0.3358 6.6042
C -1.6233 0.7783 6.3708
C -2.1078 0.7037 4.9136
C -1.1060 1.2522 3.9024
C -1.6625 1.6370 2.5086
C -0.6805 2.5694 1.7738
C 0.7739 2.1158 1.7799
C 1.7155 3.1415 1.1236
C 3.1318 3.1651 1.7169
N 3.3624 4.4124 2.4668
C -1.6875 0.2877 1.6646
O -2.0655 -0.7343 2.2738
O -1.3336 0.3568 0.4706
N -3.0386 2.1784 2.5484
C -3.7800 1.8435 1.3271
C -5.1107 2.5849 1.1188
C -4.9877 3.9002 0.3613
Br -6.4107 4.1505 -0.9586
C -3.1807 3.5824 2.9047
C -2.4250 4.1278 4.0916
O -3.0301 3.6766 5.3268
C -2.7161 4.4700 6.3737
C -3.3771 5.8225 6.3792
O -2.0131 4.1112 7.2528
H 1.4473 2.2087 5.4468
H 2.3663 0.8594 6.1649
H 2.3302 2.4434 6.9526
H 0.2810 -0.0315 5.6875
H -0.1583 -0.4793 7.3314
H -2.2720 0.1190 6.9522
H -1.7546 1.7772 6.7848
H -2.2886 -0.3399 4.6694
H -3.0659 1.2089 4.8339
H -0.5596 2.0857 4.3601
H -0.3714 0.4718 3.7212
H -0.7001 3.5891 2.1640
H -0.9898 2.6254 0.7289
H 1.1300 1.9416 2.7935
H 0.8486 1.1899 1.2137
H 1.2871 4.1379 1.2547
H 1.7687 2.9548 0.0514
H 3.2459 2.3317 2.4051
H 3.8569 3.0476 0.9065
H 4.2881 4.3952 2.8777
H 3.3531 5.1864 1.8138
H -4.0224 0.7850 1.3700
H -3.1640 2.0115 0.4389
H -5.6507 2.7331 2.0514
H -5.7295 1.9181 0.5211
H -5.0399 4.7721 1.0043
H -4.0676 3.9505 -0.2095
H -2.9056 4.2319 2.0583
H -4.2248 3.7693 3.1568
H -2.5379 5.2151 4.0431
H -1.3676 3.8940 4.1229
H -2.6128 6.5937 6.3463
H -4.0812 5.9398 5.5627
H -3.9102 5.9133 7.3226
C 2.6799 -3.7516 -0.7684
C 2.5510 -2.2723 -0.3318
C 1.7698 -1.4366 -1.3508
C 2.5539 -1.0660 -2.6049
C 3.8730 -0.3971 -2.2278
C 4.7210 -1.2585 -1.2929
N 3.9029 -1.6646 -0.1008
O 3.8829 -0.7430 0.7959
C 5.2753 -2.4653 -2.0693
C 5.9246 -0.4695 -0.7957
C 1.7470 -2.2762 0.9593
H 3.6073 -3.9908 -1.2762
H 2.6371 -4.4028 0.1050
H 1.8590 -4.0309 -1.4299
H 1.4342 -0.5134 -0.8694
H 0.8609 -1.9773 -1.6184
H 2.7265 -1.9529 -3.2246
H 1.9532 -0.3816 -3.2086
H 4.4607 -0.1642 -3.1201
H 3.6552 0.5560 -1.7353
H 5.7685 -3.1673 -1.3953
H 6.0161 -2.1125 -2.7880
H 4.5221 -3.0023 -2.6393
H 5.6315 0.4652 -0.3239
H 6.5689 -0.2369 -1.6444
H 6.5006 -1.0504 -0.0740
H 2.2890 -2.7504 1.7789
H 0.8246 -2.8330 0.7937
H 1.4596 -1.2721 1.2620
C -2.6992 -3.4217 -4.7931
C -1.1689 -3.6231 -4.6976
C -0.4065 -2.3121 -4.9165
C -0.3150 -1.8617 -6.3722
C 0.2468 -2.9864 -7.2383
C -0.5630 -4.2767 -7.1213
N -0.6932 -4.6557 -5.6755
O 0.3461 -5.2860 -5.2551
C -1.9267 -4.0940 -7.8088
C 0.1440 -5.4119 -7.8493
C -0.8885 -4.1043 -3.2804
H -3.1162 -3.6425 -5.7688
H -3.2084 -4.0812 -4.0906
H -2.9702 -2.3971 -4.5387
H 0.6113 -2.4346 -4.5321
H -0.8707 -1.5330 -4.3101
H -1.2940 -1.5381 -6.7367
H 0.3381 -0.9894 -6.4390
H 0.2767 -2.6876 -8.2891
H 1.2800 -3.1843 -6.9356
H -2.5750 -4.9505 -7.6189
H -1.7720 -4.0220 -8.8858
H -2.4501 -3.1899 -7.5103
H 1.1653 -5.5457 -7.5018
H 0.1733 -5.1825 -8.9148
H -0.3891 -6.3537 -7.7139
H -1.3135 -5.0935 -3.1101
H -1.3517 -3.4053 -2.5827
H 0.1767 -4.1481 -3.0635

2S+1	3
gap between HOMO and LUMO (spin up / spin down)	6.942 / 6.831	eV
E_HOMO (spin up / spin down)	-4.81 / -4.81	eV
E	-4733.33299	hartree
net charge	-1

DFT (wB97M-V/def2-TZVPD) results for a molecular structure, C61H61ClF3GeINO3S2Si3W.

Positions of all 138 atoms, in Å:
W 1.1456 0.9648 0.9588
Cl -1.4378 -0.1376 7.1295
C -0.3950 0.1501 5.7886
C 0.9620 -0.1045 5.9271
C 1.8227 0.0702 4.8572
I 3.8893 -0.2311 5.0243
C 1.3213 0.4931 3.6252
O 2.0703 0.6732 2.5029
C -0.0285 0.8430 3.5128
N -0.3660 1.4138 2.2867
C -1.6532 1.9354 2.2165
C -2.5853 1.7570 3.2046
C -2.2673 1.0915 4.3926
C -0.9347 0.6767 4.5911
H 1.3509 -0.4177 6.8848
H -1.8459 2.5635 1.3547
H -3.5704 2.1690 3.0585
H -2.9964 0.9590 5.1711
C -2.4597 0.2861 -6.5963
C -2.2431 0.4583 -5.1313
C -2.6056 1.6331 -4.4801
C -2.4342 1.7599 -3.1162
C -1.8982 0.7052 -2.3964
C -1.5077 -0.4665 -3.0241
C -1.6757 -0.5795 -4.3896
S -2.0024 0.8645 -0.6153
O -0.5314 0.5074 -0.1736
C -3.0822 -0.5289 -0.4380
C -4.3797 -0.0076 -0.5804
C -5.3975 -0.7138 -1.1656
C -5.0704 -1.8892 -1.8889
C -5.9601 -2.4614 -2.8114
C -5.5659 -3.5107 -3.6091
C -4.2684 -4.0067 -3.5098
C -3.3946 -3.4919 -2.5763
C -3.7875 -2.4586 -1.7193
C -2.8753 -1.9285 -0.7029
C -2.0807 -2.8759 -0.0267
C -2.6082 -4.2442 0.0122
C -3.9833 -4.4856 0.1180
C -4.4818 -5.7681 0.1489
C -3.6269 -6.8650 0.0699
C -2.2686 -6.6604 0.0288
C -1.7390 -5.3595 0.0483
C -0.3496 -5.1204 0.2080
C 0.0656 -3.8768 0.5839
C -0.7810 -2.7539 0.5678
S -0.2494 -1.3668 1.5048
O 1.1317 -0.9380 0.8405
C 0.4237 -2.2478 2.9247
C -0.4261 -2.6242 3.9537
C 0.0884 -3.3072 5.0429
C 1.4399 -3.6369 5.1182
C 2.0190 -4.3560 6.2886
C 2.2695 -3.2619 4.0640
C 1.7742 -2.5639 2.9841
H -2.7437 1.2242 -7.0646
H -3.2500 -0.4440 -6.7750
H -1.5553 -0.0892 -7.0715
H -3.0462 2.4463 -5.0351
H -2.7216 2.6590 -2.5924
H -1.0880 -1.2739 -2.4441
H -1.3873 -1.4877 -4.8930
H -4.5482 1.0117 -0.2648
H -6.3985 -0.3178 -1.2041
H -6.9516 -2.0430 -2.8952
H -6.2488 -3.9355 -4.3283
H -3.9458 -4.8021 -4.1634
H -2.3943 -3.8929 -2.5140
H -4.6655 -3.6534 0.2032
H -5.5441 -5.9240 0.2371
H -4.0333 -7.8624 0.0779
H -1.5864 -7.4952 0.0244
H 0.3511 -5.9370 0.1485
H 1.0859 -3.7318 0.8986
H -1.4766 -2.3810 3.8999
H -0.5748 -3.5875 5.8436
H 1.2569 -4.6087 7.0194
H 2.7715 -3.7325 6.7718
H 2.5171 -5.2700 5.9654
H 3.3167 -3.5174 4.0912
H 2.4461 -2.2669 2.1887
F -0.1538 10.4154 1.9157
C -1.1234 9.4967 2.0357
F -2.0846 9.8335 1.1580
F -1.6475 9.6310 3.2562
C -0.6192 8.1028 1.7615
C -0.1479 7.8217 0.4842
C 0.2655 6.5424 0.1743
C 0.2045 5.5393 1.1436
C -0.2472 5.8386 2.4313
C -0.6599 7.1198 2.7405
C 0.5703 4.2037 0.8332
C 0.8739 3.0502 0.5642
H -0.1215 8.6028 -0.2605
H 0.6211 6.3071 -0.8167
H -0.2839 5.0578 3.1763
H -1.0229 7.3538 3.7294
C 4.8780 -1.0520 -2.8776
Si 3.2475 -1.4889 -1.9814
C 1.9828 -2.3225 -3.1514
C 3.6712 -2.7918 -0.6403
Ge 2.1671 0.6138 -1.1838
Si 2.3319 2.0167 -3.2513
C 1.3256 1.1376 -4.6185
C 1.4964 3.6234 -2.6313
C 4.0003 2.4630 -4.0693
Si 3.8078 1.6306 0.5358
C 4.7013 0.0908 1.2562
C 5.0777 2.4810 -0.6143
C 3.5677 2.9776 1.9092
H 5.5424 -1.9084 -2.8782
H 5.3998 -0.2333 -2.3942
H 4.7008 -0.7768 -3.9094
H 2.3286 -3.3013 -3.4680
H 1.8120 -1.7254 -4.0392
H 1.0275 -2.4586 -2.6536
H 4.0226 -3.7001 -1.1187
H 2.7942 -3.0637 -0.0633
H 4.4508 -2.4741 0.0440
H 0.5945 0.4529 -4.2089
H 1.9791 0.5786 -5.2777
H 0.7977 1.8578 -5.2322
H 0.4946 3.4234 -2.2547
H 1.4186 4.3710 -3.4124
H 2.0766 4.0579 -1.8199
H 4.6304 1.6005 -4.2457
H 4.5708 3.1891 -3.5049
H 3.7914 2.9078 -5.0381
H 5.3536 -0.3706 0.5170
H 3.9891 -0.6591 1.6078
H 5.3247 0.3655 2.1043
H 5.2900 1.8857 -1.4943
H 6.0119 2.6390 -0.0876
H 4.7367 3.4529 -0.9547
H 2.6315 2.9093 2.4775
H 3.6264 3.9837 1.5002
H 4.3803 2.8848 2.6290

2S+1	2
energy relative to the best compared isomer or geometry (same formula, charge and spin)	141.38	kcal per mole
gap between HOMO and LUMO (spin up / spin down)	5.496 / 5.784	eV
E_HOMO (spin up / spin down)	-12.03 / -12.28	eV
E	-7507.34457	hartree
net charge	+2

DFT (wB97M-V/def2-TZVPD) results for a molecular structure, C9H17Br9.

Positions of all 35 atoms, in Å:
C 24.5565 4.0078 17.3099
Br 23.8821 2.2152 17.9091
Br 26.5454 4.0627 17.0840
Br 24.0703 5.4950 18.6157
H 24.0137 4.2895 16.4077
C 26.5141 3.1760 20.9306
Br 26.4095 1.3252 21.5351
Br 28.3928 3.8063 21.0309
Br 25.3132 4.2695 22.0623
H 26.1642 3.1810 19.8983
C 20.8649 3.5960 15.5456
Br 22.0816 4.6440 14.3528
Br 20.8715 4.3793 17.3647
Br 21.4246 1.6598 15.5654
H 19.8506 3.7011 15.1606
C 22.1785 2.3025 21.1072
C 22.3799 1.9378 22.5549
C 21.3452 0.9562 23.0048
C 21.6703 0.3926 24.4509
C 20.5169 -0.5354 24.8760
C 20.8181 -1.2537 26.2177
H 22.5167 3.3292 20.9675
H 21.1193 2.4191 20.8781
H 22.6036 1.6142 20.3767
H 23.3846 1.5675 22.7589
H 22.3188 2.8650 23.1247
H 21.3547 0.1006 22.3295
H 20.3456 1.3905 22.9912
H 22.6340 -0.1158 24.4224
H 21.6650 1.1559 25.2291
H 19.5667 -0.0158 24.9992
H 20.3855 -1.2731 24.0844
H 20.9780 -0.4875 26.9763
H 20.0332 -1.9234 26.5693
H 21.7382 -1.8359 26.1674

2S+1	1
gap between HOMO and LUMO	9.299	eV
E_HOMO	-10.15	eV
E	-23519.18056	hartree

DFT (wB97M-V/def2-TZVPD) results for 2 unconnected molecules or ions with the total composition CH3IN2.

Positions of all 7 atoms, in Å:
C -0.0038 0.1603 -0.5324
N 0.5547 -0.8188 0.2178
N 0.8163 0.5563 0.5677
I -3.3635 -0.0473 -0.0286
H 0.2895 0.5607 -1.4513
H 0.0374 -1.2539 0.9663
H 1.6693 0.8427 0.2603

2S+1	1
energy relative to the best compared isomer or geometry (same formula, charge and spin)	81.92	kcal per mole
gap between HOMO and LUMO (spin up / spin down)	5.937 / 5.945	eV
E_HOMO (spin up / spin down)	-8.79 / -8.79	eV
E	-446.91296	hartree

DFT (wB97M-V/def2-TZVPD) results for a molecular structure, C30H60AsF7O30Rb.

Positions of all 129 atoms, in Å:
Rb 0.4659 0.0676 0.6984
As 2.5377 -1.8070 3.3228
F 3.1233 -3.4703 3.7557
F 3.7499 -1.8158 1.9721
F 2.1246 -0.1113 2.8987
F 1.3305 -1.8808 4.6411
F 3.8190 -1.1389 4.4425
F 1.2115 -2.2404 2.1816
F -1.7221 -0.3177 2.6436
C 0.0981 -3.4265 -4.4659
O -0.3035 -4.0334 -3.2077
C -0.3497 -3.3157 -2.0840
O 0.0456 -2.1810 -1.8326
O -0.7772 -4.1711 -1.0603
C -1.2478 -3.7990 0.2523
H 1.1511 -3.1452 -4.4570
H -0.4388 -2.5449 -4.8160
H -0.0669 -4.1298 -5.2822
H -0.9975 -2.7556 0.4440
H -0.6941 -4.4406 0.9378
H -2.2820 -4.1187 0.3796
C -2.7222 -0.9710 -4.4032
O -3.4647 -0.6965 -3.2356
C -2.8419 -0.1303 -2.1612
O -1.7081 0.4011 -2.2028
O -3.6317 -0.1685 -1.1550
C -3.1743 0.4168 0.0257
H -1.7226 -1.2903 -4.1084
H -2.5116 -0.0528 -4.9516
H -3.2855 -1.5318 -5.1490
H -3.8428 0.1372 0.8399
H -3.1123 1.5032 0.0886
H -2.2307 -0.0453 0.3158
C -1.8613 6.9667 0.9778
O -2.5210 5.9938 1.8647
C -2.1352 4.6925 2.0191
O -1.2066 4.2118 1.4108
O -2.9798 4.0410 2.8004
C -2.8792 2.6166 2.9968
H -1.2457 7.7296 1.4543
H -2.4851 7.5776 0.3253
H -1.1994 6.3291 0.3918
H -1.8601 2.2907 3.2050
H -3.2227 2.1650 2.0661
H -3.4815 2.3380 3.8614
C 4.6836 1.6305 6.2579
O 4.0265 2.5049 5.3628
C 2.7414 2.6003 5.3348
O 1.9902 2.1178 6.1496
O 2.4131 3.1873 4.1340
C 1.0267 3.2809 3.7723
H 5.7551 1.8151 6.1820
H 4.6934 0.6253 5.8364
H 4.3197 1.6689 7.2847
H 0.7558 3.6377 2.7786
H 0.5183 4.0156 4.3966
H 0.4474 2.4030 4.0585
C 3.7327 1.6782 -2.8545
O 3.9495 0.3177 -2.8176
C 3.4436 -0.5378 -1.9337
O 2.6808 -0.1949 -1.0182
O 3.9819 -1.6748 -2.1749
C 3.6749 -2.7842 -1.3260
H 4.2503 2.1366 -2.0119
H 2.7122 2.0518 -2.7695
H 4.0431 2.0996 -3.8106
H 2.6661 -3.1968 -1.3392
H 3.7679 -2.7721 -0.2400
H 4.1562 -3.6696 -1.7413
C 0.6228 0.5906 -4.0387
O -0.1711 1.4616 -4.8840
C 0.3968 2.5883 -5.5178
O 1.5024 3.1220 -5.2080
O -0.5472 3.1027 -6.3722
C -0.1357 4.1469 -7.2782
H 0.5443 -0.4934 -4.1212
H 0.5383 0.8211 -2.9767
H 1.6815 0.7618 -4.2332
H 0.4872 3.6542 -8.0248
H 0.3767 4.9367 -6.7289
H -0.9692 4.5914 -7.8222
C 4.6724 1.3099 1.0766
O 4.3900 2.6950 1.0024
C 3.1785 3.1799 0.7509
O 2.1157 2.6241 0.4343
O 3.3343 4.4503 0.7784
C 2.2682 5.3818 0.9973
H 3.8650 0.5808 1.1460
H 5.2580 1.1658 1.9845
H 5.0386 0.9603 0.1113
H 1.8214 5.6586 0.0424
H 2.9027 6.2058 1.3237
H 1.4860 5.2603 1.7466
C -0.3895 4.0762 -2.1160
O -1.7574 3.5908 -1.8752
C -2.7967 4.3922 -1.5928
O -2.7749 5.6398 -1.4342
O -3.8728 3.6380 -1.3839
C -4.9705 4.2219 -0.6762
H 0.2754 3.2517 -1.8586
H -0.1035 4.8234 -1.3757
H -0.2608 4.2655 -3.1816
H -4.6424 5.0389 -0.0336
H -5.1381 3.4277 0.0514
H -5.9028 4.4011 -1.2117
C -2.9548 -3.2089 3.1412
O -3.6142 -4.4691 2.9545
C -4.9583 -4.5438 3.0025
O -5.7992 -3.7167 3.3110
O -5.2396 -5.8717 2.7509
C -6.4852 -6.4549 3.1289
H -2.9852 -2.8653 4.1752
H -3.3419 -2.4689 2.4407
H -1.8959 -3.4341 3.0145
H -6.7110 -7.3883 2.6133
H -7.3770 -5.8469 2.9768
H -6.5092 -6.6566 4.1998
C 2.7806 -5.1189 0.7197
O 2.5397 -6.1351 -0.2727
C 1.4432 -6.9341 -0.1528
O 0.5014 -6.7408 0.5988
O 1.7282 -8.0138 -0.9410
C 0.8082 -9.1753 -1.0170
H 2.0861 -4.2852 0.6164
H 3.8247 -4.8258 0.6099
H 2.5281 -5.4909 1.7127
H 0.6251 -9.6994 -0.0790
H 1.0081 -9.9025 -1.8040
H -0.2075 -8.9665 -1.3529

2S+1	1
gap between HOMO and LUMO	7.428	eV
E_HOMO	-5.73	eV
E	-6395.36029	hartree
net charge	-1